The following is a DFT calculation (the ωB97M-V functional and the def2-TZVPD basis) of a molecular structure, C23H28GaGeNO5PS4.

Atoms and positions in Å:
Ga 1.51143 -0.75443 0.94427
C 3.22920 -3.78472 -3.64138
C 2.81739 -3.26074 -2.28389
O 1.40243 -3.00850 -2.26489
P 0.74743 -1.56310 -2.33194
S -1.13961 -1.66546 -1.90996
S 1.90587 -0.23429 -1.29530
O 1.04892 -1.16049 -3.86131
C 0.25904 -0.18937 -4.56316
C 0.76999 1.21739 -4.34374
H 4.29445 -4.02661 -3.63516
H 3.04591 -3.03615 -4.41295
H 2.67144 -4.68791 -3.89289
H 3.35751 -2.35028 -2.02583
H 2.99794 -3.98928 -1.49484
H -0.77919 -0.29132 -4.24499
H 0.32854 -0.47576 -5.61212
H 0.64498 1.52763 -3.30565
H 0.20771 1.90832 -4.97648
H 1.82687 1.28948 -4.60663
S 4.97934 0.39272 3.68375
C 3.98647 -0.10474 2.52152
N 3.28101 -0.45457 1.64969
C 0.65888 0.84361 3.97170
Ge -0.00872 0.67400 2.13858
C -1.85571 0.01594 2.21791
C -2.29053 -1.07048 1.46360
C -3.60851 -1.50695 1.52819
C -4.51489 -0.86075 2.35701
C -4.09797 0.22602 3.11606
C -2.78025 0.65789 3.04274
C -0.09596 2.49289 1.38740
C 0.39900 3.54027 2.12094
C 0.33868 4.87294 1.64836
C -0.22400 5.14750 0.43774
C -0.74295 4.10026 -0.36615
C -1.32209 4.35844 -1.63369
C -1.80786 3.33876 -2.40218
C -1.72970 2.00701 -1.94097
C -1.17634 1.73185 -0.72306
C -0.67290 2.76620 0.10748
H 0.00661 1.48949 4.56423
H 1.67230 1.24779 3.99094
H 0.68330 -0.14994 4.41881
H -1.60169 -1.57253 0.79039
H -3.92505 -2.34784 0.92127
H -5.54354 -1.19783 2.40764
H -4.80024 0.73919 3.76303
H -2.47368 1.51398 3.63672
H 0.85444 3.36083 3.08855
H 0.74324 5.67234 2.25793
H -0.27940 6.16515 0.06689
H -1.36838 5.38437 -1.98291
H -2.24899 3.54875 -3.36935
H -2.09681 1.19028 -2.55134
H -1.11302 0.69911 -0.40313
C -0.33623 -4.24962 1.94838
S 1.21125 -3.40469 2.07266
O 2.22748 -4.41036 2.19449
O 1.11730 -2.39339 3.10793
O 1.29919 -2.66450 0.73739
H -0.36733 -4.99767 2.73795
H -0.37825 -4.72482 0.97004
H -1.14575 -3.53131 2.06368

Summary:
HOMO level = -0.2079 Eh
charge = -1
ΔE to the lowest compared entry with this formula, charge and spin = 0.0 kJ/mol
HOMO-LUMO gap = 8.29 eV
LUMO level = 2.63 eV

***

The following is a DFT calculation (the ωB97M-V functional and the def2-TZVPD basis) of 3 unconnected molecules or ions with the total composition C2H10NO2 at a distorted geometry.

Atoms and positions in Å:
C -1.99865 -0.44415 -1.11326
C -1.02450 1.70477 -1.14376
N -0.84733 0.45679 -0.99059
H -2.97286 -0.08070 -1.45674
H -2.34146 -0.74327 -0.11978
H -1.66642 -1.36061 -1.62620
H -1.92509 2.15001 -1.56834
H -0.28518 2.38732 -0.74088
H 0.05392 0.00293 -0.72271
H 2.27898 -1.25683 -0.58238
H 1.68184 -0.68837 0.60727
O 1.45923 -0.83210 -0.33174
H 1.59512 0.32096 3.30064
H 1.42090 -1.26124 3.24334
O 1.81249 -0.49005 2.83001

Summary:
HOMO level = -0.5592 Eh
charge = +1
ΔE to the lowest compared entry with this formula, charge and spin = 88.5 kJ/mol
HOMO-LUMO gap = 10.48 eV
LUMO level = -4.74 eV

***

The following is a DFT calculation (the ωB97M-V functional and the def2-TZVPD basis) of a molecular structure, C22H26AuClN7OS at a distorted geometry.

Atoms and positions in Å:
Au -0.28322 -0.75994 -0.37034
C 2.70687 4.20652 -2.22437
C 2.85810 3.79926 -0.76149
N 2.89470 2.35187 -0.58113
C 1.81585 1.56441 -0.66351
S 2.08957 -0.12939 -0.36875
N 0.66393 2.13218 -0.96075
N -0.41490 1.36878 -0.94572
C -1.55268 1.78788 -1.38691
C -1.70924 3.11437 -2.06907
C -2.69533 0.88874 -1.21034
C -4.00631 1.33889 -1.36411
C -5.05474 0.45482 -1.17790
C -4.78192 -0.86072 -0.83353
C -3.45918 -1.23693 -0.68828
N -2.44963 -0.39303 -0.87359
H 2.74937 5.29114 -2.31888
H 1.74911 3.86029 -2.60441
H 3.50315 3.76924 -2.82624
H 2.01644 4.18278 -0.18435
H 3.78139 4.20100 -0.34723
H 3.77825 1.88551 -0.46710
H -0.73031 3.46555 -2.38225
H -2.14215 3.87252 -1.41180
H -2.35025 3.01110 -2.94444
H -4.19727 2.37245 -1.61262
H -6.07593 0.78902 -1.30035
H -5.57487 -1.57895 -0.68623
H -3.18681 -2.24914 -0.41749
Cl 5.61570 -3.30469 -2.35457
C 3.92078 -3.21893 -2.07871
C 3.06804 -2.82083 -3.10583
C 1.71648 -2.74078 -2.87144
C 1.17458 -3.05272 -1.60595
C -0.21424 -2.89376 -1.33372
C 2.06418 -3.47133 -0.59067
C 3.41579 -3.54660 -0.82183
H 3.48197 -2.57001 -4.07248
H 1.04225 -2.43501 -3.66208
H -0.61379 -3.40951 -0.46747
H -0.87885 -2.79797 -2.18500
H 1.66051 -3.70966 0.38537
H 4.09223 -3.84016 -0.03128
C 0.49065 -2.77346 4.26064
N -0.15306 -1.49681 3.97550
C -0.47591 -0.62121 4.95297
C -1.05831 0.56558 4.67167
C -1.28358 0.86083 3.29706
N -0.94478 0.00976 2.34221
C -0.37691 -1.17644 2.63977
O -0.04748 -2.00772 1.77376
N -1.83501 2.02599 2.92598
H 0.56428 -2.90816 5.33595
H 1.48335 -2.79061 3.81319
H -0.08893 -3.58201 3.82034
H -0.24487 -0.91906 5.96614
H -1.32762 1.26667 5.44597
H -2.19108 2.66672 3.61064
H -1.99829 2.19160 1.94709

Summary:
HOMO level (spin up / spin down) = -0.3749 / -0.3658 Eh
charge = +1
ΔE to the lowest compared entry with this formula, charge and spin = 127.3 kJ/mol
HOMO-LUMO gap (spin up / spin down) = 6.18 / 6.05 eV
LUMO level (spin up / spin down) = -4.02 / -3.90 eV

***

The following is a DFT calculation (the ωB97M-V functional and the def2-TZVPD basis) of 2 unconnected molecules or ions with the total composition C6H13PS at a distorted geometry.

Atoms and positions in Å:
S 3.36388 0.54819 0.38095
P 1.22466 0.23239 0.51375
C 1.04061 -0.59679 -1.04202
C 1.57220 -1.95718 -0.66280
C 1.37893 -1.57403 0.88109
H 3.42138 1.81457 0.98756
H 1.34194 0.05001 -1.82621
H -0.01037 -0.79254 -1.20344
H 0.99199 -2.87253 -0.99370
H 2.58835 -2.17357 -0.69899
H 0.55238 -1.90440 1.50573
H 2.36915 -1.87119 1.41287
C -2.31082 0.03871 0.77685
C -1.70470 1.19713 0.54516
C -2.27170 2.05871 -0.61675
H -3.06508 -0.37889 0.06677
H -2.07296 -0.55281 1.70683
H -1.14546 1.84396 1.07007
H -2.51670 3.01109 -0.19482
H -3.20585 1.73687 -1.20202
H -1.54182 2.14230 -1.40691

Summary:
HOMO level = -0.3227 Eh
ΔE to the lowest compared entry with this formula, charge and spin = 145.9 kJ/mol
HOMO-LUMO gap = 9.64 eV
LUMO level = 0.86 eV
SMILES = SP1CCC1.C=CC